C23H18Cl2MnN6O6S | ωB97M-V with the def2-TZVPD basis set

XYZ file:
```
57
Properties=species:S:1:pos:R:3:forces:R:3
Mn 0.445544 0.205310 0.053930 -0.6 -0.1 -0.1
O 4.290866 1.046204 4.264385 -0.2 -0.1 0.0
C 3.078496 0.944046 4.794377 0.2 0.4 0.0
O 2.883000 0.931712 5.977790 0.0 -0.1 0.0
C 1.907783 0.924705 3.861841 0.0 -0.2 0.1
C 0.606413 0.912174 4.320068 -0.1 0.1 0.1
N -0.199043 0.877441 3.248480 0.0 0.1 0.0
N 0.500906 0.868513 2.106376 0.0 -0.1 0.2
C 1.778385 0.879477 2.470722 0.0 0.2 -0.2
C 2.769176 0.776974 1.367726 -0.2 -0.3 -0.7
O 3.958041 0.842334 1.545894 0.2 0.2 0.2
O 2.222636 0.602271 0.166243 0.5 0.1 0.4
H 4.269899 1.049907 3.281330 0.1 -0.1 0.0
H 0.235445 0.933621 5.331757 0.0 0.0 0.0
H -1.207076 0.840120 3.229673 0.0 -0.1 0.0
N 0.479733 2.078892 -3.788908 0.0 -0.1 -0.1
C 0.527123 0.819441 -4.372975 0.0 0.2 -0.1
C 0.606079 0.443823 -5.708493 0.0 0.0 0.0
C 0.646035 -0.909092 -5.958798 0.0 -0.1 0.0
C 0.611741 -1.843459 -4.910683 0.0 0.0 0.0
C 0.531976 -1.462428 -3.587889 0.0 0.1 0.0
C 0.480829 -0.090989 -3.317095 0.0 0.0 0.3
N 0.398550 0.637412 -2.107779 0.1 -0.1 -0.3
C 0.413150 1.903739 -2.460516 0.0 0.1 0.1
C 0.361695 2.967793 -1.467109 0.0 -0.2 -0.1
C 0.510472 4.308112 -1.614260 0.0 0.1 0.0
S 0.425085 5.058227 -0.087465 0.0 0.1 0.0
C 0.191985 3.546523 0.648426 0.0 0.0 0.0
N 0.175725 2.539547 -0.178812 -0.1 0.1 0.0
H 0.518221 2.960302 -4.271620 0.0 0.0 0.0
H 0.640745 1.172338 -6.507284 0.0 0.0 0.0
H 0.710715 -1.258310 -6.980424 0.0 0.0 0.0
H 0.655350 -2.897728 -5.148543 0.0 0.0 0.0
H 0.516430 -2.190133 -2.794879 0.0 0.0 0.0
H 0.683891 4.879757 -2.511701 0.0 0.0 0.0
H 0.081270 3.443113 1.718274 0.0 0.0 0.0
N -1.617019 0.033249 -0.113812 -0.1 -0.1 0.0
C -2.505786 -0.705513 0.796890 0.0 0.2 -0.1
C -2.011863 -1.367900 1.905675 0.0 -0.1 0.0
C -2.892576 -2.057991 2.732828 0.0 0.0 0.0
C -4.249153 -2.079034 2.450676 0.0 0.0 0.0
C -4.732215 -1.411860 1.332079 0.0 0.0 0.0
C -3.861425 -0.725371 0.501507 0.0 0.0 0.1
H -1.627786 -0.435329 -1.020998 -0.1 0.0 0.0
H -2.010125 0.960867 -0.266351 0.1 0.0 0.0
H -0.952550 -1.384685 2.113767 0.1 0.0 0.0
H -2.506784 -2.590348 3.592448 0.0 0.0 0.0
H -4.928998 -2.620719 3.094233 0.0 0.0 0.0
H -5.788773 -1.429183 1.101372 0.0 0.0 0.0
H -4.236189 -0.211803 -0.376736 0.0 0.0 0.0
Cl -0.533471 -4.683958 0.089421 0.0 0.0 0.0
C 1.006031 -3.841463 0.301886 0.1 0.0 0.0
Cl 2.174170 -4.244607 -0.962955 0.0 0.0 0.0
C 0.780893 -2.340352 0.291298 -0.1 0.0 0.1
O 1.144733 -1.662189 1.270068 0.0 -0.1 0.1
O 0.219281 -1.797068 -0.698941 0.2 0.0 0.0
H 1.422355 -4.146455 1.253573 0.0 0.0 0.0
```
Positions in Å, forces in eV/Å.

## Properties
- frontier orbital gap (alpha / beta) (Eh) = 0.259 / 0.308
- energy (eV) = -112567.57796
- net charge = +1
- molecular weight (g mol⁻¹) = 632.3
- relative energy (zero: lowest compared OMol25 entry of this formula, charge and spin) (eV) = 1.0553
- HOMO energy (alpha / beta) (Ha) = -0.433 / -0.433
- 2S+1 = 5